The following is a DFT calculation (ωB97M-V/def2-TZVPD) of C24H30AlBBr4CaCl6F2O16S as an isolated structure.

The calculation puts the electronic energy at -16735.38596 Ha. As for the strongest force on any atom: 7.9 eV/A. Its total charge is +2. The HOMO-LUMO gap is 0.0489 Ha.

XYZ file:
```
86
Properties=species:S:1:pos:R:3:lowdin_charge:R:1
C 0.826 -0.032 5.823 -0.206
C -0.664 -0.141 5.110 -0.195
C -1.004 1.158 4.122 -0.370
F -0.560 0.744 2.754 -0.134
S -0.056 2.622 4.805 1.149
O -0.498 4.100 4.079 -0.403
C 0.183 4.321 2.794 -0.190
C 1.812 4.474 2.884 -0.339
C 2.169 6.030 3.385 -0.087
C 2.607 4.280 1.458 -0.146
C 2.111 3.004 0.558 -0.350
C 1.207 3.596 -0.700 -0.086
C 3.339 2.052 -0.012 -0.057
H 0.821 0.653 6.790 0.086
H 1.681 0.293 5.062 -0.147
H 1.147 -1.114 6.212 0.116
H -0.773 -1.175 4.544 0.146
H -1.449 -0.191 6.003 0.139
H -2.186 1.294 4.139 0.169
H -0.445 2.709 6.179 0.108
H -0.226 5.363 2.379 0.176
H -0.204 3.507 2.048 0.120
H 2.337 3.773 3.664 0.054
H 1.605 6.726 2.597 0.106
H 1.781 6.227 4.478 0.098
H 3.343 6.242 3.346 0.100
H 2.606 5.303 0.868 0.136
H 3.749 4.090 1.748 0.090
H 1.415 2.305 1.219 0.086
H 0.054 3.395 -0.466 0.068
H 1.537 3.100 -1.714 0.091
H 1.302 4.768 -0.807 0.099
H 4.312 2.188 0.627 0.039
H 2.936 0.934 0.070 0.064
H 3.540 2.269 -1.163 0.119
C 5.103 -1.795 -0.633 -1.482
Cl 3.486 -1.598 -1.331 0.530
Cl 6.344 -1.659 -1.891 0.584
Cl 5.380 -0.600 0.645 0.566
H 5.169 -2.793 -0.192 -0.036
C 0.173 -3.967 -3.076 -1.482
Br -0.013 -2.136 -2.448 0.493
Br 1.094 -5.088 -1.779 0.643
Br -1.537 -4.729 -3.606 0.688
H 0.801 -3.935 -3.973 0.008
B -3.473 0.663 -5.433 -0.909
O -4.522 0.544 -4.416 0.255
C -5.571 1.254 -4.854 -0.341
O -6.622 1.368 -4.245 0.218
C -5.263 1.846 -6.130 -0.331
O -6.006 2.549 -6.794 0.241
O -4.018 1.510 -6.499 0.279
O -2.256 1.253 -4.866 0.248
C -1.273 0.360 -5.041 -0.396
O -0.119 0.532 -4.680 0.116
C -1.786 -0.809 -5.706 -0.373
O -1.146 -1.802 -6.010 0.161
O -3.095 -0.655 -5.952 0.268
C 7.541 2.707 1.582 -1.012
O 7.846 1.513 1.814 0.012
O 6.321 2.790 1.070 -0.105
O 8.175 3.773 1.751 0.080
H 6.214 1.818 1.111 0.033
Ca 5.978 2.754 3.152 1.580
F 3.482 1.190 -2.403 -0.237
Al -0.747 0.136 -1.173 0.803
C 3.801 -5.584 0.773 -1.561
Cl 4.665 -4.738 2.068 0.533
Cl 4.804 -5.680 -0.685 0.535
Cl 3.316 -7.204 1.303 0.546
H 2.899 -5.015 0.533 -0.036
C -7.570 -4.635 -0.810 0.111
C -6.514 -3.897 -0.461 -0.191
C -5.182 -4.106 -1.092 -0.300
O -4.234 -3.400 -0.765 0.084
C -5.055 -5.173 -2.097 0.088
C -6.110 -5.913 -2.444 -0.179
C -7.448 -5.685 -1.832 -0.287
O -8.404 -6.369 -2.184 0.141
O -5.998 -6.919 -3.385 0.119
O -6.620 -2.909 0.501 0.099
H -8.545 -4.492 -0.360 0.150
H -4.077 -5.326 -2.535 0.073
H -6.897 -7.306 -3.462 0.130
H -5.722 -2.519 0.574 0.115
Br 2.878 1.009 3.481 0.081
```

The following is a DFT calculation (ωB97M-V/def2-TZVPD) of C39H47N5O2Pd as an isolated structure.

The calculation puts the electronic energy at -2066.40972 Ha. As for the strongest force on any atom: 0.2 eV/A. Its spin multiplicity is 3. Its total charge is 0. The HOMO-LUMO gap (alpha / beta) is 0.2343 / 0.2194 Ha.

XYZ file:
```
94
Properties=species:S:1:pos:R:3:lowdin_spin:R:1
Pd -0.117 1.111 -2.170 0.565
C -4.315 -0.630 3.677 0.002
C -3.440 0.627 3.576 0.000
C -2.238 0.454 4.503 0.000
C -4.242 1.847 4.050 0.002
C -3.017 0.834 2.125 0.022
C -1.707 0.853 1.725 0.054
C -1.373 1.064 0.369 0.052
N -0.108 1.119 -0.103 0.544
C 1.176 1.158 0.352 0.039
C 1.534 1.369 1.691 0.064
C 2.854 1.360 2.080 0.013
C 3.813 1.136 1.086 0.086
C 3.535 0.969 -0.264 -0.003
C 2.184 1.019 -0.668 0.084
O 1.850 0.931 -1.947 0.083
C 4.741 0.773 -1.200 -0.003
C 5.635 2.019 -1.117 -0.001
C 5.536 -0.455 -0.728 -0.001
C 4.408 0.550 -2.678 0.000
C 3.212 1.597 3.545 -0.001
C 4.720 1.541 3.791 0.001
C 2.705 2.981 3.971 -0.001
C 2.541 0.524 4.411 -0.001
C -2.403 1.171 -0.639 0.106
O -2.097 1.226 -1.916 0.108
C -3.756 1.190 -0.212 0.003
C -4.002 1.027 1.136 0.097
C -4.975 1.391 -1.129 -0.003
C -5.701 2.669 -0.685 -0.001
C -4.669 1.537 -2.623 0.000
C -5.921 0.190 -0.974 -0.001
H -4.632 -0.788 4.710 0.000
H -3.762 -1.513 3.351 0.000
H -5.211 -0.548 3.061 0.001
H -2.586 0.310 5.527 0.000
H -1.593 1.335 4.494 0.000
H -1.640 -0.417 4.231 0.000
H -4.540 1.720 5.093 0.000
H -5.147 1.988 3.460 0.000
H -3.644 2.756 3.971 0.000
H -0.915 0.689 2.435 0.003
H 0.759 1.579 2.413 0.003
H 4.852 1.113 1.380 0.005
H 6.002 2.195 -0.106 0.000
H 5.085 2.905 -1.436 0.000
H 6.501 1.900 -1.772 0.000
H 5.898 -0.348 0.293 0.000
H 6.402 -0.606 -1.375 0.000
H 4.916 -1.352 -0.773 0.000
H 3.885 1.397 -3.113 0.000
H 3.793 -0.336 -2.826 0.000
H 5.349 0.409 -3.216 0.000
H 5.251 2.304 3.221 0.000
H 5.136 0.565 3.532 0.000
H 4.922 1.717 4.849 0.000
H 3.155 3.764 3.359 0.000
H 2.960 3.171 5.015 0.000
H 1.623 3.061 3.871 0.000
H 2.873 -0.473 4.119 0.000
H 1.454 0.557 4.318 0.000
H 2.790 0.675 5.463 0.000
H -5.035 1.037 1.459 0.004
H -5.043 3.534 -0.778 0.000
H -6.038 2.611 0.350 0.000
H -6.576 2.837 -1.316 0.000
H -4.036 2.396 -2.829 0.000
H -5.618 1.672 -3.147 0.000
H -4.178 0.655 -3.026 0.000
H -6.282 0.072 0.048 0.000
H -5.417 -0.734 -1.263 0.000
H -6.790 0.319 -1.621 0.000
N 0.071 4.193 -2.355 0.013
C 0.003 3.045 -2.297 0.032
N 1.764 -8.378 -6.736 0.000
C 1.474 -7.482 -6.080 0.000
C 1.112 -6.362 -5.257 0.000
C 0.573 -6.570 -3.993 0.000
C 0.225 -5.492 -3.201 0.000
C 0.412 -4.198 -3.667 0.000
C 0.950 -3.986 -4.932 0.000
C 1.299 -5.063 -5.722 0.000
N 0.056 -3.094 -2.849 0.001
C -0.481 -3.140 -1.576 0.000
C -0.644 -1.856 -1.178 0.000
N -0.221 -1.020 -2.182 0.022
C 0.189 -1.783 -3.163 0.007
H 0.428 -7.577 -3.629 0.000
H -0.190 -5.677 -2.223 0.000
H 1.106 -2.990 -5.315 0.000
H 1.718 -4.899 -6.705 0.000
H -0.695 -4.057 -1.064 0.000
H -1.035 -1.478 -0.249 0.000
H 0.598 -1.421 -4.088 0.003
```